# 1
90
Properties=species:S:1:pos:R:3 method="wB97M-V/def2-TZVPD" mol_weight_g_mol=1036.9 e_homo_ha=-0.2469 lumo_ev=-0.706 spin_multiplicity=1 homo_lumo_gap_ev=6.01
Bi -0.889 -0.331 0.479
C -2.765 1.474 4.082
C -3.086 2.787 3.782
C -2.859 3.282 2.513
C -2.270 2.493 1.515
C -1.930 1.178 1.836
C -2.211 0.679 3.093
C -2.031 3.032 0.168
C -2.047 4.428 -0.078
C -1.807 4.905 -1.334
C -1.552 4.003 -2.385
C -1.263 4.401 -3.703
C -0.999 3.469 -4.667
C -1.025 2.104 -4.350
C -1.291 1.690 -3.077
C -1.555 2.621 -2.055
N -1.781 2.174 -0.801
H -2.951 1.074 5.068
H -3.510 3.428 4.541
H -3.169 4.293 2.299
H -1.964 -0.352 3.319
H -2.223 5.114 0.734
H -1.800 5.966 -1.545
H -1.253 5.455 -3.942
H -0.775 3.773 -5.677
H -0.836 1.375 -5.125
H -1.359 0.648 -2.824
O -4.527 -4.179 -2.797
C -4.573 -4.258 -1.392
C -3.655 -3.165 -0.800
C -3.648 -3.337 0.724
O -3.132 -2.177 1.335
C -4.280 -1.834 -1.181
Se -3.182 -0.197 -1.020
C -2.260 -3.310 -1.414
Se -0.732 -3.032 -0.213
H -5.138 -4.825 -3.166
H -4.246 -5.253 -1.047
H -5.602 -4.090 -1.032
H -3.035 -4.210 0.981
H -4.676 -3.508 1.079
H -2.943 -2.378 2.256
H -5.176 -1.658 -0.589
H -4.539 -1.864 -2.241
H -2.133 -2.617 -2.245
H -2.105 -4.322 -1.786
C 2.257 0.102 4.797
C 0.978 0.281 3.996
Ge 0.675 -1.093 2.518
C 0.593 -2.965 3.325
C 1.859 -3.439 4.022
C 2.433 -1.025 1.584
C 2.757 -0.454 0.414
Ge 1.341 0.310 -0.833
C 1.168 -0.870 -2.496
C 2.098 -0.677 -3.684
C 1.619 2.334 -0.990
C 2.554 2.890 -2.053
C 4.146 -0.392 -0.068
C 5.248 -0.795 0.692
C 6.528 -0.731 0.175
C 6.754 -0.251 -1.104
C 5.680 0.182 -1.859
C 4.403 0.117 -1.340
H 2.390 0.935 5.487
H 3.122 0.059 4.140
H 2.217 -0.812 5.381
H 0.981 1.266 3.525
H 0.122 0.255 4.670
H 0.367 -3.636 2.496
H -0.251 -3.007 4.018
H 2.712 -3.354 3.355
H 1.762 -4.484 4.318
H 2.053 -2.849 4.916
H 3.240 -1.469 2.161
H 0.138 -0.751 -2.837
H 1.258 -1.897 -2.133
H 2.079 0.353 -4.032
H 1.775 -1.314 -4.503
H 3.120 -0.953 -3.442
H 1.963 2.661 -0.009
H 0.629 2.755 -1.146
H 3.593 2.639 -1.856
H 2.481 3.977 -2.071
H 2.281 2.531 -3.041
H 5.123 -1.163 1.699
H 7.365 -1.053 0.777
H 7.758 -0.212 -1.502
H 5.845 0.577 -2.852
H 3.571 0.471 -1.931

=====

# 2
63
Properties=species:S:1:pos:R:3 method="wB97M-V/def2-TZVPD" mol_weight_g_mol=417.4 e_homo_ha=-0.4112 lumo_ev=-2.217 relative_energy_kcal_mol=0.0 spin_multiplicity=1 total_charge=+1 homo_lumo_gap_ev=8.97
Y 0.364 -0.050 0.035
C -0.013 -3.787 -2.437
C -0.506 -3.379 -1.053
C -0.203 -4.464 -0.037
O 0.059 -2.161 -0.685
H 1.054 -4.025 -2.411
H -0.179 -2.985 -3.159
H -0.542 -4.673 -2.802
H -1.611 -3.279 -1.121
H 0.860 -4.715 -0.078
H -0.765 -5.375 -0.258
H -0.452 -4.133 0.971
C 2.709 3.660 1.057
C 1.214 3.328 1.038
C 0.470 4.304 0.136
O 0.990 2.027 0.672
H 3.184 3.262 1.955
H 2.867 4.741 1.045
H 3.210 3.244 0.178
H 0.857 3.505 2.078
H 0.913 4.303 -0.871
H 0.536 5.330 0.506
H -0.586 4.037 0.047
C 3.645 -0.166 0.812
O 2.763 -0.501 -0.267
H 4.013 0.855 0.704
H 3.071 -0.227 1.731
H 4.476 -0.869 0.860
H 3.285 -0.794 -1.017
C -0.819 -2.562 3.618
C -0.751 -1.610 2.443
C -1.732 -0.459 2.624
O -1.447 0.522 1.619
C -2.381 1.595 1.597
N 0.627 -1.067 2.229
H -0.268 -3.476 3.410
H -1.848 -2.782 3.906
H -0.377 -2.078 4.498
H -1.076 -2.123 1.530
H -1.526 0.015 3.596
H -2.753 -0.842 2.594
H -3.254 1.330 1.003
H -1.881 2.453 1.149
H -2.657 1.854 2.619
H 1.258 -1.872 2.236
H 0.875 -0.594 3.102
C 0.019 2.099 -3.925
C -0.206 1.530 -2.541
C -1.484 0.744 -2.457
O -1.643 0.295 -1.106
C -2.841 -0.456 -0.962
N 0.940 0.665 -2.110
H 1.001 2.564 -3.990
H -0.720 2.864 -4.172
H -0.069 1.324 -4.694
H -0.335 2.373 -1.857
H -1.515 -0.137 -3.109
H -2.300 1.422 -2.727
H -2.891 -1.217 -1.743
H -3.704 0.209 -1.052
H -2.821 -0.938 0.009
H 1.758 1.275 -2.056
H 1.142 0.065 -2.911

=====

# 3
61
Properties=species:S:1:pos:R:3 method="wB97M-V/def2-TZVPD" mol_weight_g_mol=386.6 e_homo_ha=-0.3697 lumo_ev=-4.821 relative_energy_kcal_mol=24.1 spin_multiplicity=1 total_charge=+1 homo_lumo_gap_ev=5.24
C 5.359 2.928 0.922
C 3.867 3.276 0.771
C 3.025 2.292 0.028
C 2.833 2.230 -1.353
C 3.377 3.067 -2.428
N 2.023 1.152 -1.625
C 1.649 0.541 -0.447
C 2.305 1.190 0.596
C 2.331 0.830 2.030
H 5.865 3.734 1.465
H 5.500 1.998 1.483
H 5.842 2.819 -0.056
H 3.436 3.396 1.774
H 3.788 4.255 0.274
H 3.962 3.889 -2.001
H 4.038 2.477 -3.081
H 2.584 3.500 -3.057
H 1.709 0.889 -2.556
H 1.071 -0.373 -0.413
H 1.730 -0.072 2.209
H 3.363 0.639 2.376
H 1.919 1.639 2.657
C -1.201 -2.283 5.712
N -2.108 -2.391 4.586
C -3.190 -3.342 4.771
C -1.877 -1.715 3.384
C -1.189 -2.356 2.330
C -0.993 -1.701 1.129
C -1.424 -0.369 0.941
C -1.211 0.285 -0.328
C -1.525 -0.343 -1.530
C -1.422 0.254 -2.860
C -1.056 1.516 -3.307
C -1.102 1.768 -4.689
C -1.502 0.772 -5.599
C -1.859 -0.509 -5.155
C -1.802 -0.736 -3.790
N -2.155 -1.892 -3.077
C -2.651 -3.115 -3.685
C -2.012 -1.665 -1.744
C -2.096 0.278 2.011
C -2.334 -0.386 3.198
H -0.395 -1.584 5.466
H -1.739 -1.919 6.599
H -0.768 -3.265 5.956
H -3.812 -3.387 3.872
H -2.794 -4.346 4.989
H -3.814 -3.037 5.625
H -0.823 -3.375 2.470
H -0.491 -2.219 0.310
H -0.981 1.354 -0.356
H -0.783 2.276 -2.576
H -0.835 2.760 -5.055
H -1.535 0.999 -6.661
H -2.177 -1.303 -5.832
H -2.669 -2.973 -4.766
H -2.004 -3.968 -3.446
H -3.666 -3.349 -3.342
H -2.247 -2.420 -0.997
H -2.444 1.304 1.869
H -2.891 0.087 4.012